1.
{"formula": "C3H2FO2Pr", "method": "ωB97M-V/def2-TZVPD", "symbols": ["H", "F", "O", "O", "C", "C", "C", "H", "Pr"], "coordinates": [[-1.698, 2.322, 0.279], [-1.106, -1.130, -0.625], [1.046, -1.269, -0.393], [-1.386, 1.725, -0.420], [0.026, -0.615, -0.223], [0.191, 0.686, 1.065], [-0.265, 1.120, -0.119], [1.190, 0.764, 1.492], [2.003, -3.603, -1.055]], "atomic_forces_ev_per_a": [[-0.316, 0.426, 0.557], [0.281, 1.072, 0.744], [-1.046, 1.529, 0.638], [3.088, -1.979, -2.002], [0.469, -2.496, -1.051], [1.182, -0.132, -2.782], [-4.095, 2.250, 3.574], [0.149, -0.259, 0.474], [0.288, -0.411, -0.152]], "lowdin_spin": [0.000, 0.000, -0.005, 0.000, 0.001, 0.001, -0.001, 0.000, 3.003], "spin_multiplicity": 4, "homo_lumo_gap_ev": [5.99, 9.47], "total_charge": 3, "s_squared": 3.752, "e_above_lowest_kcal_mol": 0.0, "e_tot_ha": -881.477736, "lumo_ev": [-15.2, -15.2]}



2.
{"formula": "C13H18N2O5", "method": "ωB97M-V/def2-TZVPD", "symbols": ["C", "C", "C", "C", "C", "C", "C", "C", "C", "C", "C", "C", "C", "H", "H", "H", "H", "H", "H", "H", "H", "H", "H", "H", "H", "H", "H", "H", "H", "H", "H", "N", "N", "O", "O", "O", "O", "O"], "coordinates": [[0.605, -0.878, -0.061], [-0.887, -0.975, -0.220], [1.229, -0.149, -1.223], [2.776, 0.158, -0.880], [3.739, -0.886, -0.190], [2.937, 1.463, -0.646], [4.913, -0.563, 0.451], [4.305, 1.814, -0.157], [5.195, 0.881, 0.212], [-2.866, 0.343, -0.324], [-3.421, 1.889, -0.208], [-3.939, -0.650, 0.459], [-3.960, -0.289, 1.894], [0.722, -2.760, -0.928], [1.254, -2.918, 0.498], [0.698, -0.299, 0.854], [1.022, -0.533, -2.193], [0.758, 0.860, -1.364], [3.470, -1.904, -0.096], [2.399, 2.370, -0.702], [5.718, -1.316, 0.676], [4.392, 2.937, -0.317], [6.979, 0.662, 0.667], [-1.172, 1.022, 0.269], [-3.145, -0.008, -1.394], [-3.341, -1.532, 0.108], [-5.776, -1.360, -0.474], [-4.734, 0.551, 2.082], [-4.160, -1.365, 2.398], [-2.784, 0.253, 2.179], [-5.169, 1.367, -0.715], [1.252, -2.242, -0.284], [-1.526, 0.129, -0.060], [-1.443, -2.100, -0.444], [6.454, 1.381, 0.894], [-2.763, 2.739, 0.208], [-5.110, -0.342, -0.312], [-4.625, 2.250, -0.657]], "atomic_forces_ev_per_a": [[0.109, -2.444, -1.872], [0.370, -5.380, -0.457], [1.534, 2.718, 0.502], [-2.323, -2.973, 1.949], [-0.799, 1.860, -0.792], [5.670, 0.044, 1.403], [-0.274, 2.678, -3.141], [-2.573, 1.644, -1.699], [2.771, 0.087, 3.932], [-5.906, -0.391, -2.527], [-0.790, -3.470, -1.619], [3.254, 2.094, -3.170], [1.418, -0.223, 1.965], [-1.227, -0.186, -1.359], [-0.110, 1.085, 0.065], [1.117, -0.593, 0.438], [0.116, -1.366, -0.575], [0.472, -0.466, 0.491], [-0.695, -0.631, -0.681], [-1.508, 0.062, -0.817], [-1.194, 0.984, 0.321], [1.117, -1.653, 0.990], [2.280, -1.747, -0.200], [1.198, -0.330, -0.021], [0.758, 0.827, 1.355], [-1.572, -0.229, 1.035], [3.171, 4.915, 0.858], [1.134, -1.678, 0.000], [0.433, 3.051, -0.027], [-3.650, -2.092, -0.484], [0.974, 1.914, -0.151], [0.411, 0.450, 2.876], [-1.480, 4.296, 1.140], [0.840, 2.874, 0.057], [-3.879, 0.567, -1.617], [4.075, 3.060, 2.200], [-3.425, -5.765, -0.116], [-1.815, -3.589, -0.255]], "nbo_charge": [-0.133, 0.666, -0.400, -0.016, -0.161, -0.199, -0.282, -0.282, 0.264, -0.150, 0.792, 0.031, -0.664, 0.379, 0.365, 0.222, 0.222, 0.196, 0.235, 0.222, 0.235, 0.231, 0.454, 0.432, 0.223, 0.255, 0.507, 0.242, 0.237, 0.220, 0.518, -0.841, -0.626, -0.666, -0.694, -0.582, -0.776, -0.680], "spin_multiplicity": 1, "homo_lumo_gap_ev": 8.60, "e_above_lowest_kcal_mol": 177.7, "e_tot_ha": -991.662867, "lumo_ev": -0.1}



3.
{"formula": "C6H19O11PPd2", "method": "ωB97M-V/def2-TZVPD", "symbols": ["Pd", "Pd", "O", "H", "P", "O", "O", "O", "O", "C", "C", "O", "O", "H", "H", "H", "H", "H", "H", "C", "C", "O", "O", "H", "H", "H", "H", "H", "H", "C", "C", "O", "O", "H", "H", "H", "H", "H", "H"], "coordinates": [[-6.712, -3.797, 3.281], [-7.453, -2.224, 0.311], [-6.503, -1.989, 2.191], [-6.881, -1.327, 2.774], [-9.119, -3.971, 1.901], [-10.053, -4.981, 1.349], [-8.809, -3.881, 3.412], [-9.283, -2.490, 1.346], [-7.680, -4.268, 1.295], [-6.902, 0.505, -1.012], [-8.090, 0.864, -0.107], [-8.888, -0.317, -0.112], [-6.073, -0.469, -0.369], [-6.327, 1.417, -1.201], [-7.205, 0.105, -1.981], [-8.633, 1.695, -0.567], [-7.732, 1.019, 0.915], [-9.508, -0.378, 0.629], [-5.193, -0.125, -0.201], [-3.658, -2.894, 2.443], [-3.577, -3.250, 3.926], [-4.851, -3.465, 4.545], [-3.997, -1.502, 2.251], [-4.463, -3.461, 1.958], [-2.692, -3.034, 1.965], [-3.064, -2.432, 4.436], [-2.908, -4.117, 3.997], [-4.667, -3.547, 5.486], [-4.982, -1.499, 2.292], [-8.685, 2.304, 5.049], [-7.847, 1.205, 5.723], [-6.646, 1.771, 6.186], [-9.986, 1.973, 4.598], [-8.093, 2.760, 4.247], [-8.829, 3.070, 5.814], [-7.803, 0.363, 5.017], [-8.406, 0.827, 6.587], [-6.008, 1.066, 6.322], [-9.879, 1.293, 3.920]], "atomic_forces_ev_per_a": [[-1.032, -0.257, -0.915], [-0.995, -1.006, 1.350], [0.454, 0.450, 0.574], [-0.468, 0.196, -0.087], [-0.819, 0.030, -1.930], [-0.115, 0.658, 0.969], [0.216, -0.239, 0.831], [-0.330, -0.164, 0.076], [2.009, -0.011, 0.000], [0.342, 1.001, 0.422], [0.274, -1.185, -0.820], [-0.036, 0.231, -0.361], [-0.222, 0.033, -0.443], [0.015, -0.099, -0.003], [-0.330, -0.001, 0.133], [0.044, 0.163, 0.418], [0.010, 0.592, -0.176], [0.139, -0.208, -0.011], [0.089, -0.140, 0.189], [-1.044, 1.707, 0.434], [1.328, 0.189, -0.774], [0.452, -0.028, -0.108], [0.580, -0.709, 0.259], [0.393, -0.506, -0.117], [-0.022, -0.358, 0.039], [-0.115, 0.105, -0.024], [-0.472, -0.284, 0.282], [-0.440, -0.126, 0.049], [0.108, 0.006, -0.243], [0.478, 0.872, 0.671], [-1.824, -0.238, 0.075], [0.364, -0.077, -0.590], [0.561, -0.709, -0.026], [0.046, -0.061, -0.039], [-0.006, 0.120, -0.156], [0.771, -0.013, 0.006], [-0.159, -0.053, -0.096], [0.033, 0.060, 0.053], [-0.277, 0.059, 0.090]], "lowdin_spin": [1.284, 1.355, 0.239, 0.004, 0.006, 0.093, 0.243, 0.266, 0.404, 0.002, 0.000, 0.032, 0.023, 0.000, 0.000, 0.000, 0.000, 0.000, 0.001, 0.004, 0.003, 0.029, 0.004, 0.002, 0.000, 0.000, 0.000, 0.002, 0.001, 0.000, 0.000, 0.000, 0.000, 0.000, 0.000, 0.000, 0.000, 0.000, 0.000], "spin_multiplicity": 5, "homo_lumo_gap_ev": [8.48, 7.14], "s_squared": 6.016, "e_above_lowest_kcal_mol": 0.0, "e_tot_ha": -1664.676556, "lumo_ev": [-0.4, -1.6]}